(1)
This record from OMol25 describes a structure of composition C14H19Br2F9IO3PS at a distorted geometry. The level of theory is the ωB97M-V functional and the def2-TZVPD basis.

Geometry as ORCA input:
```
! RIJCOSX wB97M-V def2-TZVPD def2/J DEFGRID3
* xyz 0 1
C -3.237 1.427 1.149
C -2.919 -0.011 0.662
Br -4.712 -0.837 0.344
C -2.194 -0.934 1.701
Br -2.265 -0.190 3.545
C -0.666 -1.214 1.352
C -0.075 0.140 0.864
C 1.488 0.207 0.925
C 1.886 1.653 0.408
C 2.973 1.646 -0.700
C 2.397 1.574 -2.137
F 1.272 0.788 -2.022
F 3.199 0.910 -2.980
C 1.878 2.933 -2.698
F 1.247 3.661 -1.792
F 0.946 2.642 -3.618
S 3.150 4.029 -3.556
F 3.302 3.022 -4.774
F 1.944 4.739 -4.364
F 2.957 5.165 -2.431
F 4.378 3.411 -2.753
F 4.173 4.999 -4.292
O -0.030 -1.483 2.613
C 0.913 -2.460 2.557
O 1.628 -2.782 3.377
O 0.847 -2.971 1.276
C -0.314 -2.525 0.583
I 0.030 -2.333 -1.552
P -1.448 -4.028 0.711
C -2.913 -3.905 -0.434
C -2.000 -4.318 2.471
H -4.039 1.340 1.898
H -3.617 2.071 0.341
H -2.374 1.929 1.611
H -2.442 -0.016 -0.328
H -2.767 -1.869 1.764
H -0.432 0.970 1.494
H -0.374 0.336 -0.179
H 1.831 0.038 1.955
H 1.955 -0.510 0.229
H 0.974 2.210 0.154
H 2.335 2.163 1.282
H 3.621 2.526 -0.562
H 3.625 0.762 -0.579
H -2.758 -4.618 -1.258
H -3.111 -2.888 -0.813
H -3.832 -4.229 0.093
H -3.055 -3.998 2.593
H -1.978 -5.400 2.657
H -1.396 -3.774 3.214
*
```

Results
**Lowest unoccupied orbital energy**: -0.08 eV
**Highest occupied orbital energy**: -8.284 eV

***

(2)
This record from OMol25 describes a structure of composition C36H47Cl3NO2PdSbSi4. The level of theory is the ωB97M-V functional and the def2-TZVPD basis.

Geometry as ORCA input:
```
! RIJCOSX wB97M-V def2-TZVPD def2/J DEFGRID3
* xyz 0 1
Pd -1.490 0.141 0.139
C 7.131 0.849 -1.470
C 6.009 1.463 -2.009
C 4.744 0.968 -1.716
C 4.581 -0.133 -0.878
C 5.717 -0.744 -0.351
C 6.984 -0.257 -0.644
Sb 2.581 -0.799 -0.502
C 3.125 -2.783 0.091
C 3.256 -3.184 1.417
C 3.615 -4.489 1.729
C 3.847 -5.412 0.719
C 3.711 -5.027 -0.607
C 3.350 -3.722 -0.915
C 2.460 -0.017 1.491
C 3.557 0.515 2.165
C 3.431 0.995 3.462
C 2.206 0.941 4.113
C 1.104 0.410 3.460
C 1.234 -0.059 2.159
H 8.119 1.227 -1.701
H 6.117 2.320 -2.661
H 3.874 1.451 -2.151
H 5.616 -1.615 0.288
H 7.859 -0.742 -0.229
H 3.072 -2.479 2.220
H 3.711 -4.787 2.766
H 4.128 -6.428 0.963
H 3.881 -5.743 -1.401
H 3.240 -3.441 -1.959
H 4.524 0.563 1.679
H 4.296 1.407 3.967
H 2.111 1.310 5.127
H 0.140 0.361 3.953
H 0.342 -0.449 1.668
N 0.143 1.894 -0.089
C 0.443 3.001 -0.059
C 0.818 4.386 -0.021
C 0.329 5.257 -0.991
C 0.692 6.592 -0.939
C 1.533 7.044 0.069
C 2.015 6.170 1.034
C 1.659 4.832 0.996
H -0.328 4.885 -1.765
H 0.319 7.281 -1.685
H 1.815 8.089 0.104
H 2.669 6.530 1.816
H 2.024 4.134 1.738
Cl 0.053 -5.322 -1.961
C -0.612 -4.735 -0.428
Cl -2.247 -5.369 -0.184
Cl 0.432 -5.221 0.897
C -0.698 -3.182 -0.510
O -1.485 -2.802 -1.490
O -0.099 -2.479 0.255
C -4.983 1.588 0.108
Si -3.117 1.782 0.004
C -2.813 2.334 -1.782
C -2.692 3.217 1.162
Si -1.773 -1.087 -1.807
Si -3.518 -1.536 -3.390
C -3.273 -0.383 -4.868
C -3.410 -3.331 -3.927
C -5.209 -1.210 -2.636
Si -2.884 -0.591 1.886
C -4.506 -1.471 1.498
C -3.225 0.641 3.284
C -1.877 -1.990 2.674
H -5.422 2.489 -0.334
H -5.344 1.518 1.135
H -5.357 0.730 -0.447
H -3.161 3.366 -1.906
H -3.393 1.712 -2.472
H -1.768 2.275 -2.088
H -2.753 4.167 0.622
H -1.699 3.141 1.603
H -3.410 3.256 1.984
H -2.368 0.222 -4.779
H -4.116 0.303 -4.969
H -3.196 -0.955 -5.796
H -2.424 -3.570 -4.331
H -4.155 -3.539 -4.700
H -3.588 -3.999 -3.083
H -5.325 -0.157 -2.375
H -5.357 -1.799 -1.727
H -6.007 -1.466 -3.337
H -5.279 -0.851 1.053
H -4.905 -1.883 2.432
H -4.319 -2.315 0.828
H -4.186 1.142 3.141
H -2.461 1.418 3.347
H -3.266 0.130 4.250
H -1.972 -2.910 2.096
H -2.333 -2.173 3.653
H -0.815 -1.809 2.825
*
```

Results
**Lowest unoccupied orbital energy**: -0.44 eV
**Energy above the lowest of the compared OMol25 structures with the same formula, charge and spin**: 19.0 kcal/mol
**Highest occupied orbital energy**: -6.711 eV

***

(3)
This record from OMol25 describes a cluster of 2 separate species, C4H5N3 in total at a distorted geometry. The level of theory is the ωB97M-V functional and the def2-TZVPD basis.

Geometry as ORCA input:
```
! RIJCOSX wB97M-V def2-TZVPD def2/J DEFGRID3
* xyz 0 1
C 2.713 -0.080 0.261
C 1.708 0.851 0.069
C -2.049 -1.261 0.329
C -0.647 0.384 -0.484
N 2.280 -1.357 0.088
N 1.045 -1.304 -0.242
N 0.591 0.020 -0.196
H 3.806 -0.002 0.505
H 1.449 1.813 0.248
H -3.145 -1.055 -0.101
H -1.737 -2.264 0.072
H -0.642 1.405 -0.348
*
```

Results
**Lowest unoccupied orbital energy (alpha / beta)**: -0.96 / -1.13 eV
**Energy above the lowest of the compared OMol25 structures with the same formula, charge and spin**: 213.2 kcal/mol
**Highest occupied orbital energy (alpha / beta)**: -9.233 / -7.956 eV

***

(4)
This record from OMol25 describes an isolated molecule of C20H24BrN3O4S. The level of theory is the ωB97M-V functional and the def2-TZVPD basis.

Geometry as ORCA input:
```
! RIJCOSX wB97M-V def2-TZVPD def2/J DEFGRID3
* xyz 0 1
C -5.474 -1.633 0.448
O -4.394 -0.836 0.032
C -4.530 0.534 0.050
C -5.692 1.165 0.469
C -5.787 2.546 0.512
C -4.710 3.314 0.119
C -3.555 2.697 -0.320
C -3.423 1.307 -0.361
N -2.222 0.791 -0.847
C -2.093 -0.524 -1.420
C -1.526 -1.548 -0.425
N -0.273 -1.036 0.089
S 0.708 -2.161 0.829
O -0.046 -3.200 1.468
O 1.673 -1.441 1.620
C 1.584 -2.886 -0.601
C 2.135 -1.773 -1.472
N 3.037 -0.933 -0.724
C 4.288 -0.658 -1.149
O 4.753 -1.061 -2.196
C 5.064 0.203 -0.198
C 6.336 -0.214 0.179
C 7.101 0.539 1.051
C 6.607 1.735 1.547
C 5.355 2.181 1.161
C 4.594 1.414 0.295
Br 2.905 2.107 -0.248
C -0.445 0.243 0.746
C -0.971 1.250 -0.284
H -5.127 -2.662 0.354
H -6.353 -1.490 -0.189
H -5.743 -1.439 1.491
H -6.540 0.579 0.787
H -6.701 3.007 0.852
H -4.769 4.392 0.138
H -2.729 3.302 -0.660
H -3.056 -0.862 -1.794
H -1.395 -0.440 -2.262
H -1.332 -2.500 -0.921
H -2.241 -1.717 0.388
H 0.872 -3.510 -1.131
H 2.371 -3.504 -0.176
H 1.302 -1.167 -1.847
H 2.700 -2.173 -2.321
H 2.750 -0.731 0.228
H 6.711 -1.140 -0.228
H 8.083 0.197 1.340
H 7.197 2.330 2.226
H 4.970 3.121 1.525
H 0.522 0.554 1.138
H -1.159 0.161 1.578
H -1.101 2.215 0.200
H -0.233 1.354 -1.087
*
```

Results
**Lowest unoccupied orbital energy**: 0.57 eV
**Energy above the lowest of the compared OMol25 structures with the same formula, charge and spin**: 9.0 kcal/mol
**Highest occupied orbital energy**: -7.782 eV
**SMILES string**: COc1ccccc1N1CCN(S(=O)(=O)CCNC(=O)c2ccccc2Br)CC1

***

(5)
This record from OMol25 describes a structure of composition C33H31CuN6O3. The level of theory is the ωB97M-V functional and the def2-TZVPD basis.

Geometry as ORCA input:
```
! RIJCOSX wB97M-V def2-TZVPD def2/J DEFGRID3
* xyz 0 1
Cu 1.882 -0.768 0.813
C -5.137 2.820 -0.309
O -3.750 2.589 -0.146
C -2.938 3.679 -0.037
C -3.373 4.991 -0.042
C -2.448 6.029 0.058
C -1.101 5.746 0.139
C -0.658 4.426 0.129
C -1.565 3.379 0.068
N -1.228 2.020 0.041
C -0.112 1.371 0.539
N 0.581 2.035 1.480
C 1.788 1.747 2.189
C 2.516 0.556 2.102
C 3.664 0.510 2.911
C 4.071 1.551 3.730
C 3.328 2.724 3.779
C 2.186 2.813 3.011
O 1.412 3.968 2.982
C 0.983 4.439 4.252
N 0.201 0.187 0.112
C -0.586 -0.430 -0.885
C -1.651 -1.238 -0.475
C -2.413 -1.971 -1.367
C -2.108 -1.909 -2.720
C -1.061 -1.117 -3.151
C -0.291 -0.368 -2.259
O 0.687 0.353 -2.870
C 1.585 1.216 -2.180
H -5.598 1.840 -0.395
H -5.337 3.397 -1.215
H -5.553 3.342 0.556
H -4.426 5.217 -0.120
H -2.795 7.053 0.062
H -0.374 6.544 0.199
H 0.404 4.224 0.158
H -1.912 1.415 -0.388
H 0.180 2.911 1.776
H 4.269 -0.390 2.904
H 4.969 1.460 4.329
H 3.637 3.559 4.393
H 1.824 4.765 4.865
H 0.434 3.659 4.787
H 0.328 5.287 4.065
H -1.847 -1.286 0.590
H -3.228 -2.586 -1.009
H -2.683 -2.475 -3.442
H -0.802 -1.049 -4.200
H 2.257 1.586 -2.951
H 2.155 0.694 -1.413
H 1.059 2.061 -1.733
C 4.171 -3.315 -1.690
C 3.728 -2.454 -0.707
N 2.426 -2.295 -0.425
C 1.538 -3.020 -1.103
C 1.893 -3.937 -2.089
C 3.239 -4.058 -2.397
C 0.872 -4.695 -2.834
C -0.240 -5.276 -2.384
C -0.718 -5.402 -0.995
C -2.065 -5.640 -0.748
C -2.457 -5.747 0.574
N -1.599 -5.642 1.584
C -0.332 -5.433 1.239
N 0.156 -5.313 0.012
H 5.229 -3.400 -1.894
H 4.410 -1.857 -0.118
H 0.497 -2.859 -0.860
H 3.559 -4.740 -3.176
H 1.054 -4.764 -3.902
H -0.896 -5.723 -3.124
H -2.780 -5.727 -1.554
H -3.495 -5.923 0.834
H 0.385 -5.354 2.050
*
```

Results
**Lowest unoccupied orbital energy**: -0.27 eV
**Highest occupied orbital energy**: -6.618 eV

***

(6)
This record from OMol25 describes an isolated molecule of C9H11N2O2P at a distorted geometry. The level of theory is the ωB97M-V functional and the def2-TZVPD basis.

Geometry as ORCA input:
```
! RIJCOSX wB97M-V def2-TZVPD def2/J DEFGRID3
* xyz 0 1
C -3.817 0.049 0.433
O -2.993 -0.803 -0.349
C -1.693 -0.755 -0.114
C -1.024 -1.917 -0.167
C 0.450 -1.938 -0.163
C 1.188 -0.771 -0.305
C 2.559 -0.290 -0.111
C 3.577 -1.130 0.451
O 4.786 -1.103 0.463
N 2.748 0.949 -0.229
N 1.359 1.616 -0.670
P 1.092 3.061 0.206
C 0.397 0.439 -0.742
C -0.963 0.628 -0.128
H -4.516 -0.389 1.144
H -4.470 0.479 -0.223
H -3.137 0.800 0.861
H -1.530 -2.884 -0.436
H 0.999 -2.919 -0.054
H 2.911 -1.928 1.012
H 2.034 3.860 -0.442
H 2.064 2.641 1.272
H 0.293 0.157 -1.792
H -1.469 1.276 -0.798
H -0.843 0.874 0.880
*
```

Results
**Lowest unoccupied orbital energy**: -0.56 eV
**Energy above the lowest of the compared OMol25 structures with the same formula, charge and spin**: 108.7 kcal/mol
**Highest occupied orbital energy**: -8.138 eV
**SMILES string**: COC1=CC=C2C(C=O)=NN(P)[C@@H]2C1